Computed, not measured: 11 unconnected molecules or ions with the total composition H24NO10 in a non-equilibrium geometry, with ωB97M-V with the def2-TZVPD basis set.

The calculation puts the molecular weight at 198.189 g/mol. The net charge is +1. Its HOMO energy is -13.711 eV.

Last column: natural (NBO) charge in e.
Positions of all 35 atoms, in Å:
H1 -0.294 3.022 -0.635  0.481
O1 -3.068 -1.341 -1.174  -0.950
H2 2.561 1.250 -0.341  0.479
H3 0.690 -3.113 -2.687  0.489
N1 -0.337 -0.480 -0.366  -0.788
O2 -1.718 1.994 -1.525  -0.964
H4 0.678 -0.283 -0.243  0.466
H5 0.388 4.393 -1.109  0.483
H6 1.922 0.347 1.996  0.481
H7 -2.722 2.060 -1.306  0.479
H8 0.575 -1.915 -3.673  0.478
O3 0.412 3.589 -0.604  -0.971
H9 2.941 -2.143 0.188  0.479
H10 -0.862 0.215 0.047  0.425
O4 -0.961 -3.107 1.776  -0.907
H11 3.032 -0.418 2.443  0.481
H12 -0.173 -2.844 2.215  0.464
H13 -1.444 2.989 1.990  0.475
O5 2.357 -2.780 -0.150  -0.956
O6 2.700 0.087 1.562  -0.969
H14 -1.663 2.717 -2.172  0.494
O7 0.811 -2.118 -2.806  -0.963
H15 -0.410 -0.528 3.122  0.474
H16 3.178 1.517 -1.610  0.468
H17 2.657 -2.962 -1.033  0.478
H18 -0.498 -0.615 -1.328  0.470
O8 -1.480 2.224 1.615  -0.940
O9 2.501 1.057 -1.278  -0.946
H19 -1.566 -2.536 2.379  0.448
H20 -3.790 -0.972 -1.681  0.483
H21 -0.444 0.862 2.495  0.482
O10 0.160 0.241 2.615  -0.957
H22 -2.421 2.113 1.359  0.477
H23 -3.387 -1.400 -0.277  0.471
H24 -0.324 -1.121 0.197  0.408

Forces on the atoms, in the same order (eV/Å):
H -3.00 -1.52 -0.62
O 0.60 0.21 -0.03
H 0.01 -0.08 0.37
H 0.12 2.09 -0.42
N 3.79 7.82 -5.71
O -3.11 0.51 0.27
H -0.15 0.94 -0.75
H -0.66 0.06 -0.39
H -2.41 1.12 0.45
H 2.54 -0.41 -0.46
H -0.57 0.31 -2.38
O 3.80 1.64 1.20
H 1.31 1.50 0.72
H -1.37 2.49 0.53
O -2.62 2.18 1.42
H -0.23 1.46 -3.31
H 1.99 -0.31 0.23
H 0.65 7.68 3.69
O -1.65 -1.20 -0.06
O 2.76 -2.64 2.78
H 0.38 -0.31 -0.02
O 0.28 -2.30 2.88
H 2.46 2.99 -1.76
H 4.07 2.76 -2.44
H 0.21 -0.03 -0.57
H -0.61 -0.88 -1.45
O -1.67 -7.77 -3.95
O -4.12 -2.81 2.15
H 0.66 -1.81 -1.69
H -0.29 0.02 -0.22
H -4.37 4.98 -0.94
O 1.70 -7.95 2.79
H 0.93 0.10 0.30
H -0.31 -0.23 0.31
H -1.10 -10.62 7.07

---

Computed, not measured: a molecular structure, H24NeO12, with ωB97M-V with the def2-TZVPD basis set.

The calculation puts the molecular weight at 236.360 g/mol. The net charge is 0. Its HOMO energy is -10.848 eV.

Last column: natural (NBO) charge in e.
Positions of all 37 atoms, in Å:
H1 0.134 3.166 -2.628  0.493
H2 -2.295 -0.439 -1.925  0.481
H3 -1.815 0.646 2.553  0.493
H4 -1.718 -3.432 3.038  0.465
H5 1.528 -2.464 -1.607  0.499
H6 2.384 -0.367 -1.717  0.499
O1 1.367 2.000 1.081  -0.962
H7 2.216 1.697 0.760  0.492
Ne1 -0.118 0.237 -0.123  0.001
O2 -3.177 -0.462 -1.552  -0.923
H8 2.293 1.843 -2.481  0.501
O3 -0.871 -3.145 2.696  -0.957
H9 -1.928 -2.768 -0.039  0.472
O4 0.737 -0.512 2.504  -0.993
H10 -1.091 -2.568 1.965  0.484
H11 1.969 2.380 -3.859  0.474
O5 -2.079 -0.150 3.014  -0.965
H12 -0.387 2.368 1.458  0.486
H13 1.925 -1.406 0.849  0.489
O6 -1.288 2.426 1.775  -0.972
H14 0.645 0.170 1.838  0.466
H15 -3.617 -1.171 -2.022  0.477
H16 -1.715 3.037 1.174  0.485
H17 -0.135 -0.590 2.890  0.505
O7 1.276 -2.196 -2.490  -0.964
H18 -2.393 -0.734 2.324  0.476
H19 0.341 -2.396 -2.544  0.464
O8 -2.086 -1.946 0.425  -0.993
H20 1.882 -2.891 1.141  0.496
O9 -0.735 3.566 -2.635  -0.971
O10 1.973 -2.263 0.424  -0.983
H21 1.552 2.357 1.950  0.487
H22 -2.578 -1.410 -0.197  0.496
H23 -0.580 4.472 -2.904  0.462
H24 3.404 0.043 -0.676  0.475
O11 1.930 2.606 -2.929  -0.968
O12 3.052 0.293 -1.530  -0.967

Forces on the atoms, in the same order (eV/Å):
H 0.69 -0.25 0.01
H 0.34 0.31 -0.28
H -0.10 0.79 -0.27
H -0.18 -0.06 0.13
H 0.17 -0.22 0.73
H -0.39 -0.54 -0.30
O 0.01 0.09 0.06
H 0.20 0.00 -0.35
Ne -0.16 -0.11 -0.32
O -0.12 0.00 0.21
H 0.35 -0.44 0.47
O 0.37 -0.39 0.22
H 0.08 -0.33 0.04
O 0.96 -0.09 -0.19
H -0.06 0.34 -0.24
H 0.03 0.01 -0.28
O 0.11 -0.34 0.45
H 0.25 -0.06 -0.38
H -0.38 0.11 0.50
O -0.28 -0.14 0.39
H -0.06 0.36 -0.01
H -0.33 -0.12 -0.29
H -0.22 0.11 -0.16
H -0.68 -0.24 0.36
O 0.10 0.36 -0.40
H -0.14 -0.25 -0.26
H -0.17 -0.02 -0.06
O 0.38 -0.48 0.58
H -0.15 -0.11 0.30
O -0.73 0.08 0.08
O 0.33 -0.12 -0.82
H 0.21 0.15 0.42
H -0.47 0.68 -0.36
H 0.00 0.18 -0.03
H 0.28 -0.15 0.11
O -0.27 0.40 -0.14
O 0.02 0.50 0.06

---

Computed, not measured: 12 unconnected molecules or ions with the total composition H24O12, with ωB97M-V with the def2-TZVPD basis set.

The calculation puts the molecular weight at 216.180 g/mol. As for the expectation value of S²: 0.751. As for the spin multiplicity: 2. The net charge is -1. Its HOMO energy (spin up / spin down) is -0.176 / -7.601 eV.

Last column: natural (NBO) charge in e.
Positions of all 36 atoms, in Å:
O1 12.135 9.214 -5.666  -0.963
H1 9.805 13.933 -4.493  0.478
H2 10.274 16.396 -8.169  0.464
H3 10.104 12.676 -7.421  0.505
H4 10.120 11.445 -5.617  0.482
O2 8.118 13.136 -7.718  -1.005
H5 11.246 12.026 -8.173  0.494
H6 7.862 12.260 -8.005  0.480
H7 8.808 14.436 -5.515  0.475
O3 9.490 14.733 -4.913  -0.955
H8 11.466 13.767 -9.452  0.458
H9 12.845 8.573 -5.641  0.458
H10 14.643 9.696 -9.224  0.454
O4 10.566 13.556 -9.700  -1.117
H11 10.755 8.905 -8.387  0.465
H12 11.982 9.367 -6.598  0.491
O5 9.541 16.210 -8.756  -0.972
H13 13.319 11.130 -5.640  0.481
H14 9.478 15.255 -8.766  0.487
H15 13.972 10.979 -8.784  0.487
O6 13.091 12.042 -5.463  -0.972
O7 11.689 9.112 -8.408  -1.053
H16 12.403 12.245 -6.097  0.477
H17 9.373 10.816 -8.277  0.479
H18 9.296 10.242 -5.209  0.450
H19 12.219 11.908 -10.857  0.401
O8 14.768 10.461 -8.664  -0.961
H20 7.460 13.716 -8.102  0.473
H21 11.950 8.954 -9.315  0.455
O9 8.658 10.665 -8.895  -1.046
O10 10.781 12.004 -7.337  -1.022
H22 7.943 10.328 -8.356  0.433
H23 13.608 12.372 -11.240  0.442
O11 13.124 11.928 -10.545  -1.185
O12 9.843 10.942 -4.852  -0.951
H24 10.482 13.878 -10.597  0.435

Forces on the atoms, in the same order (eV/Å):
O 0.07 -0.03 0.76
H 0.14 -0.32 0.14
H 0.17 0.00 0.19
H -0.50 0.67 -0.29
H 0.42 -0.04 -0.33
O 0.00 0.58 0.72
H 0.25 -0.12 -0.56
H 0.17 -0.40 -0.47
H -0.21 -0.17 -0.28
O 0.08 0.37 0.07
H 0.66 0.22 -0.05
H 0.16 -0.19 -0.11
H -0.10 -0.09 -0.19
O -0.53 -0.27 0.56
H -0.51 -0.07 -0.11
H 0.07 0.00 -0.59
O -0.34 0.56 -0.07
H -0.19 -0.39 0.04
H 0.18 -0.58 -0.13
H -0.28 0.29 -0.31
O 0.52 0.58 0.29
O 0.17 0.05 0.29
H -0.33 -0.04 -0.19
H 0.76 0.25 0.35
H -0.02 -0.21 -0.05
H -0.72 -0.04 -0.22
O 0.57 -0.22 0.52
H -0.10 0.32 -0.14
H 0.18 0.09 -0.47
O -0.50 -0.17 -0.50
O 0.09 -0.44 0.61
H -0.33 -0.53 0.18
H 0.32 0.25 -0.35
O 0.22 -0.26 0.66
O -0.49 0.21 0.62
H -0.03 0.11 -0.60

---

Computed, not measured: 12 unconnected molecules or ions with the total composition H24O12 in a non-equilibrium geometry, with ωB97M-V with the def2-TZVPD basis set.

The calculation puts the molecular weight at 216.180 g/mol. The structure (SMILES) is O.O.O.O.O.O.O.O.O.O.O.O. The net charge is 0. Its HOMO energy is -10.241 eV.

Last column: natural (NBO) charge in e.
Positions of all 36 atoms, in Å:
H1 -2.812 -0.690 -2.070  0.483
O1 0.827 3.396 3.027  -0.932
H2 -0.916 0.940 2.671  0.531
H3 2.999 -2.016 0.195  0.481
H4 -0.106 -2.374 -2.209  0.490
O2 0.525 -1.888 -2.772  -0.966
H5 -1.338 1.787 -0.007  0.477
O3 -1.116 -3.417 -1.261  -0.936
O4 -2.163 1.278 0.124  -0.976
H6 -1.596 -4.208 -1.517  0.475
O5 0.047 0.776 2.498  -0.997
H7 1.654 1.203 -0.968  0.494
H8 -1.373 -0.440 -2.084  0.521
H9 0.044 -1.290 -3.352  0.453
H10 -2.079 0.652 -0.571  0.484
H11 -1.458 2.021 -3.294  0.487
H12 3.243 1.032 2.496  0.480
O6 -2.063 -0.851 -1.507  -0.987
H13 2.296 1.817 -2.228  0.462
H14 1.723 0.817 2.350  0.466
H15 2.570 -1.185 1.514  0.490
H16 -1.817 -2.801 -1.320  0.481
O7 2.231 1.890 -1.299  -0.961
H17 -2.361 -1.894 1.284  0.478
H18 0.257 0.339 0.790  0.475
O8 -1.735 -1.189 1.520  -0.976
H19 -0.454 1.804 -2.144  0.496
H20 -0.349 -0.668 -0.029  0.491
O9 3.017 -1.971 1.171  -0.983
H21 -2.204 -0.439 1.122  0.492
H22 0.222 -0.176 2.606  0.517
O10 0.321 0.014 -0.091  -0.990
H23 0.737 2.484 2.741  0.468
O11 2.550 0.713 1.901  -0.950
H24 1.611 3.203 3.577  0.454
O12 -0.941 1.327 -2.851  -0.974

Forces on the atoms, in the same order (eV/Å):
H -1.03 -0.02 -0.23
O 1.09 -0.52 0.74
H 1.22 -0.48 -0.17
H -0.35 0.57 0.95
H 0.24 -0.01 -0.44
O 0.22 0.23 -0.04
H -0.62 -0.21 0.52
O 0.30 -1.44 0.25
O 0.34 1.94 1.12
H 0.51 -0.65 -0.08
O -1.43 -0.23 0.62
H -0.16 -0.68 0.01
H -0.04 -0.23 0.69
H 0.00 -0.17 0.03
H -0.15 -1.24 -1.16
H 0.23 -0.37 0.17
H -0.18 -0.17 -0.24
O 0.62 0.13 -0.84
H 0.03 -0.41 -1.44
H -0.27 0.52 0.46
H 0.32 0.18 -0.85
H -1.01 1.83 0.15
O 0.07 0.96 1.37
H 0.60 -0.18 0.36
H 0.24 0.96 1.09
O -0.98 -0.41 -0.28
H -0.14 -0.48 -0.61
H -0.09 -0.64 -0.37
O 0.21 -0.87 -0.24
H 0.36 0.56 0.12
H -0.75 0.16 0.20
O 0.30 -0.30 -1.34
H -0.77 -0.06 -0.64
O 1.20 -0.10 -0.17
H -0.30 1.04 0.00
O 0.16 0.81 0.31

---

Computed, not measured: 12 unconnected molecules or ions with the total composition H24O12 in a non-equilibrium geometry, with ωB97M-V with the def2-TZVPD basis set.

The calculation puts the molecular weight at 216.180 g/mol. The structure (SMILES) is O.O.O.O.O.O.O.O.O.O.O.O. The net charge is 0. Its HOMO energy is -9.873 eV.

Last column: natural (NBO) charge in e.
Positions of all 36 atoms, in Å:
H1 0.301 -3.269 -0.541  0.480
O1 -1.661 -2.729 -0.256  -0.928
H2 1.731 1.034 -0.321  0.453
H3 -2.756 1.685 -1.994  0.482
H4 -2.259 -2.972 -0.972  0.479
O2 0.687 -3.923 -1.134  -0.947
H5 3.511 -3.472 1.187  0.489
H6 -2.833 2.949 1.730  0.466
H7 4.006 -1.319 0.219  0.478
H8 -0.470 1.607 -0.134  0.473
O3 -3.221 2.156 2.117  -0.925
H9 1.491 2.654 -0.640  0.468
H10 -2.490 1.743 2.590  0.471
O4 -0.286 0.382 1.622  -0.933
O5 3.765 -1.982 -0.438  -0.943
H11 -0.705 3.231 -1.301  0.468
H12 2.339 1.134 -1.711  0.495
O6 -0.441 2.179 0.641  -0.962
O7 -0.662 4.152 -1.583  -0.959
H13 -2.557 0.181 -2.091  0.475
H14 -1.319 2.093 1.030  0.481
O8 -3.463 -2.849 1.547  -0.933
H15 1.563 3.500 -1.901  0.475
H16 0.181 4.464 -1.236  0.479
H17 -4.202 -3.037 2.136  0.460
H18 0.190 0.122 0.826  0.459
H19 4.521 -2.006 -1.036  0.463
O9 1.564 0.803 -1.242  -0.934
H20 -1.380 -1.835 -0.479  0.457
H21 3.052 -2.551 2.305  0.463
O10 1.932 3.425 -1.013  -0.952
H22 -2.839 -2.365 2.099  0.472
O11 3.810 -2.742 1.741  -0.950
O12 -2.070 1.008 -2.001  -0.955
H23 0.908 -3.419 -1.926  0.461
H24 0.384 0.813 2.165  0.475

Forces on the atoms, in the same order (eV/Å):
H -0.27 -0.27 -0.05
O 0.39 0.55 -0.31
H 0.38 -0.41 0.00
H 0.04 0.04 -0.02
H 0.02 -0.17 0.18
O 0.40 0.01 -0.22
H 0.06 0.25 -0.17
H -0.28 0.24 0.11
H -0.02 -0.41 0.07
H -0.41 0.10 -0.05
O 0.36 0.02 -0.19
H -0.20 0.61 -0.20
H -0.13 -0.15 0.18
O 0.62 -4.27 2.30
O 0.24 0.70 -1.62
H -0.04 0.25 0.18
H 0.03 -0.08 -0.01
O -0.22 4.06 -2.45
O -0.27 0.16 -0.52
H 0.05 0.06 0.00
H 0.27 -0.22 -0.30
O -0.54 -0.05 0.48
H 0.11 -0.17 -0.06
H -0.24 0.01 0.33
H 0.00 0.02 0.00
H -0.11 -0.25 0.35
H -0.12 0.03 -0.13
O -0.37 -0.40 0.27
H -0.14 0.05 0.03
H 0.11 -0.16 0.14
O 0.54 0.47 0.06
H 0.08 -0.05 -0.21
O -0.27 -0.38 1.69
O -0.02 -0.04 0.13
H 0.11 -0.09 0.11
H -0.15 -0.07 -0.11

---

Computed, not measured: 12 unconnected molecules or ions with the total composition H24O12, with ωB97M-V with the def2-TZVPD basis set.

The calculation puts the molecular weight at 216.180 g/mol. The structure (SMILES) is O.O.O.O.O.O.O.O.O.O.O.O. The net charge is 0. Its HOMO energy is -10.314 eV.

Last column: natural (NBO) charge in e.
Positions of all 36 atoms, in Å:
O1 3.136 -0.795 -1.327  -0.959
H1 1.506 -3.183 0.638  0.500
H2 0.912 1.336 -2.232  0.497
H3 2.454 0.085 2.590  0.484
O2 0.346 -0.166 -0.254  -0.992
O3 -1.010 -1.577 -2.387  -0.965
O4 0.357 -3.626 -0.829  -0.968
H4 3.159 0.630 1.334  0.487
O5 -1.582 2.316 -0.620  -0.982
H5 -0.066 -2.960 -1.392  0.497
H6 -0.378 0.405 0.049  0.499
O6 2.350 -2.932 1.052  -0.982
O7 -2.827 -2.282 0.764  -0.943
H7 -1.762 2.722 3.650  0.466
H8 -1.197 -0.930 -3.076  0.477
O8 0.806 2.299 -2.199  -0.961
H9 0.428 -4.412 -1.378  0.476
H10 -4.467 0.589 -1.211  0.475
H11 0.641 3.547 1.073  0.485
O9 -1.930 2.238 2.835  -0.949
H12 -2.783 -1.426 0.315  0.480
H13 -0.317 -1.144 -1.849  0.488
H14 1.407 2.879 2.212  0.482
H15 -0.883 2.443 -1.291  0.503
H16 2.189 -2.027 1.357  0.466
H17 -3.521 -2.164 1.420  0.461
H18 1.110 0.097 0.281  0.488
H19 1.636 2.620 -1.830  0.479
O10 2.711 -0.148 1.689  -0.957
H20 -3.004 0.553 -0.793  0.485
H21 -1.052 2.036 2.478  0.478
H22 3.550 -1.655 -1.181  0.490
H23 -1.232 2.726 0.179  0.471
O11 0.678 2.735 1.596  -0.962
O12 -3.768 -0.023 -0.958  -0.960
H24 2.404 -0.804 -0.701  0.467

Forces on the atoms, in the same order (eV/Å):
O 0.03 0.17 0.03
H 0.21 -0.15 -0.17
H 0.05 0.10 0.11
H 0.04 -0.08 -0.08
O 0.01 0.27 0.03
O 0.59 0.43 0.24
O 0.00 0.08 -0.14
H 0.15 -0.22 0.02
O 0.19 -0.14 -0.13
H -0.12 -0.40 0.09
H 0.13 -0.08 -0.19
O -0.31 0.33 0.05
O 0.17 0.20 0.14
H -0.02 -0.03 -0.05
H -0.13 -0.19 -0.06
O 0.02 -0.09 -0.04
H -0.01 0.05 0.04
H 0.00 -0.06 0.07
H 0.01 -0.06 0.09
O 0.12 -0.09 -0.11
H -0.27 -0.38 -0.07
H -0.41 -0.01 -0.09
H -0.12 0.02 -0.01
H -0.08 -0.06 0.22
H 0.25 -0.32 -0.01
H 0.01 0.01 -0.06
H -0.27 -0.05 0.26
H -0.02 -0.05 -0.10
O -0.20 0.52 0.07
H -0.18 0.11 -0.12
H -0.18 0.17 0.18
H -0.07 0.02 0.05
H -0.28 -0.05 0.02
O 0.32 0.08 -0.10
O 0.29 0.27 0.03
H 0.08 -0.33 -0.19